1.
The following is a quantum chemistry calculation of 2 unconnected molecules or ions with the total composition C3H9NO2 in a non-equilibrium geometry, from the OMol25 dataset.

The calculation puts the HOMO energy at -8.97 eV. As for the gap between HOMO and LUMO: 9.51 eV. The value obtained for the relative energy (zero: lowest compared OMol25 entry of this formula, charge and spin) is 43.2 kcal per mole.

The geometry in XYZ format:
```
15
Properties=species:S:1:pos:R:3:forces:R:3:mulliken_charge:R:1
C -1.8818 0.7887 -0.6817 -0.16 -0.54 -0.45 -0.918
N -0.8562 -0.1282 -0.2017 0.28 0.44 1.13 -0.329
C 0.3097 -0.3150 -1.0536 -1.65 -1.33 -1.09 -0.379
C 1.0580 -1.5556 -0.5773 1.44 2.30 -0.53 -0.011
O 2.2680 -1.5224 -0.4636 -1.06 -0.86 0.14 -0.488
H -2.6592 0.8908 0.0816 0.06 -0.14 -0.15 0.309
H -1.5399 1.7961 -0.9267 0.26 0.15 -0.05 0.307
H -2.3316 0.3524 -1.5950 0.06 0.28 0.41 0.327
H -0.5692 0.1753 0.7491 -0.12 -0.27 -0.98 0.249
H 0.9584 0.5366 -1.1857 0.42 0.33 0.08 0.293
H -0.0900 -0.6173 -2.0918 0.52 0.49 1.21 0.277
H 0.3964 -2.3866 -0.3760 -0.05 -0.84 0.29 0.370
O -0.3514 1.7756 2.3396 -0.24 0.05 -0.04 -0.601
H -1.0921 2.3406 2.5554 -0.69 -0.02 -0.20 0.297
H 0.3193 2.2091 2.8563 0.92 -0.05 0.23 0.296
```
Forces are in eV/Å.

2.
The following is a quantum chemistry calculation of 2 unconnected molecules or ions with the total composition C3H8N2O in a non-equilibrium geometry, from the OMol25 dataset.

The calculation puts the HOMO energy at -9.14 eV. As for the gap between HOMO and LUMO: 9.99 eV. The value obtained for the relative energy (zero: lowest compared OMol25 entry of this formula, charge and spin) is 48.9 kcal per mole.

The geometry in XYZ format:
```
14
Properties=species:S:1:pos:R:3:forces:R:3:mulliken_charge:R:1
H 0.4139 0.1571 1.6340 -0.18 0.00 0.16 0.268
N 0.7085 -0.8151 1.6641 0.11 0.55 -0.40 -0.677
C 1.6724 -0.9514 0.8519 0.26 -0.84 0.57 0.126
N 2.3223 -2.1738 0.7335 -0.12 0.41 -0.32 -0.519
H 2.1627 -0.1822 0.2561 -0.24 0.27 -0.03 0.289
H 1.7504 -2.9439 1.0147 -0.33 -0.35 0.49 0.275
H 2.6443 -2.3366 -0.1972 0.49 -0.05 -0.47 0.239
C -0.6908 1.5404 -1.0414 0.42 0.43 0.19 -0.859
C -1.9234 1.3525 -0.5980 0.20 -0.46 -0.31 0.222
O -2.8243 0.6083 -1.3036 0.49 -0.09 -0.17 -0.484
H -0.0271 2.2036 -0.5049 -0.03 -0.15 0.30 0.293
H -0.2648 1.1175 -1.9399 -0.44 -0.06 -0.20 0.230
H -2.2489 1.6791 0.3821 -0.07 0.34 -0.08 0.251
H -3.6952 0.7448 -0.9514 -0.55 -0.01 0.28 0.346
```
Forces are in eV/Å.

3.
The following is a quantum chemistry calculation of 2 unconnected molecules or ions with the total composition C4H9N2 in a non-equilibrium geometry, from the OMol25 dataset.

The charge is +1. The calculation puts the HOMO energy at -16.22 eV. As for the gap between HOMO and LUMO: 11.95 eV. The value obtained for the relative energy (zero: lowest compared OMol25 entry of this formula, charge and spin) is 55.1 kcal per mole.

The geometry in XYZ format:
```
15
Properties=species:S:1:pos:R:3:forces:R:3:mulliken_charge:R:1
C -2.0712 0.3024 0.2563 1.12 0.12 0.44 0.442
C 1.6940 -1.2224 -0.0664 -3.51 0.56 1.79 -0.159
C -3.3439 -0.1377 -0.0814 -2.79 -1.98 -2.99 -0.977
C 2.4314 0.9645 -0.0171 -0.43 2.13 -1.98 -1.003
N -1.0182 0.5618 0.6160 -0.11 0.33 -0.18 -0.417
N 1.4640 -0.0327 0.2155 -0.48 1.65 -0.96 0.044
H 0.8740 -1.8038 0.1941 -1.22 -1.79 -0.03 0.265
H -3.9501 -0.4078 0.7443 -0.39 0.05 1.16 0.304
H -3.3818 -1.0780 -0.7302 0.88 0.90 0.95 0.284
H -3.9525 0.4855 -0.7498 0.49 0.64 0.50 0.313
H 3.0828 1.0723 0.7474 1.37 0.67 3.40 0.425
H 3.1477 0.6521 -0.7100 0.70 -0.73 -1.89 0.401
H 2.0754 1.9644 -0.3417 -0.29 -0.87 0.41 0.306
H 0.4241 0.2973 0.3613 0.93 -0.41 0.82 0.420
H 2.5240 -1.6179 -0.4382 3.74 -1.27 -1.43 0.352
```
Forces are in eV/Å.

| no. | E_tot (eV) |
| --- | --- |
| 1 | -8841.081 |
| 2 | -8267.205 |
| 3 | -7265.754 |